*w*
{"formula": "C5H9N2", "method": "wB97M-V/def2-TZVPD", "elements": ["C", "C", "C", "C", "C", "N", "N", "H", "H", "H", "H", "H", "H", "H", "H", "H"], "xyz": [[-0.86, -0.68, 1.39], [1.50, -0.78, -0.95], [0.13, 1.15, 0.25], [1.46, 0.67, -0.46], [-1.49, -0.49, -0.99], [-0.75, -0.07, 0.28], [2.15, -0.40, 0.08], [0.20, 1.50, 1.30], [-0.43, 1.94, -0.29], [-1.77, -1.43, 1.39], [2.02, 1.46, -1.15], [-2.37, 0.14, -1.13], [-0.75, -0.33, -1.77], [-1.64, -1.55, -1.00], [-0.34, -0.41, 2.30], [2.94, -0.71, 0.75]], "charge": 1, "homo_ev": -13.60, "e_lumo_ev": -4.83, "orbital_gap_ev": 8.77}

*x*
{"formula": "C5H9N2", "method": "wB97M-V/def2-TZVPD", "elements": ["C", "C", "N", "C", "N", "C", "C", "H", "H", "H", "H", "H", "H", "H", "H", "H"], "xyz": [[-0.27, 1.24, 0.49], [0.98, 0.59, 1.14], [1.49, -0.33, 0.19], [0.68, -1.15, -0.34], [0.23, -1.62, -1.47], [-0.78, -1.14, -0.37], [-1.25, 0.26, -0.19], [0.10, 1.79, -0.33], [-0.84, 2.05, 1.05], [1.73, 1.18, 1.62], [0.59, -0.07, 1.98], [2.23, -0.10, -0.48], [0.30, -1.45, -2.51], [-1.44, -1.95, -0.05], [-2.16, 0.11, 0.35], [-1.58, 0.57, -1.08]], "charge": 1, "homo_ev": -15.16, "e_lumo_ev": -4.18, "smiles": "C1C[NH+]=C2N[C@@H]2C1", "orbital_gap_ev": 10.98}

Referenced to the most stable arrangement, the calculated values in kcal/mol are *w* 42.4; *x* 0.0.

*w*
{"formula": "C10H24AsF2N2OS2Y", "method": "wB97M-V/def2-TZVPD", "elements": ["Y", "F", "C", "F", "H", "C", "S", "C", "H", "H", "H", "H", "H", "H", "C", "As", "C", "C", "O", "H", "H", "H", "H", "H", "H", "H", "H", "H", "C", "N", "C", "C", "N", "C", "S", "H", "H", "H", "H", "H", "H", "H", "H"], "xyz": [[0.07, 0.28, -0.02], [2.47, 0.48, 0.35], [1.59, 0.94, 1.41], [1.35, 2.29, 0.98], [2.23, 1.03, 2.28], [-3.13, -0.82, -0.80], [-2.67, 0.14, 0.68], [-3.49, 1.71, 0.30], [-2.72, -0.36, -1.69], [-4.21, -0.85, -0.85], [-2.74, -1.83, -0.68], [-4.55, 1.51, 0.20], [-3.09, 2.12, -0.63], [-3.32, 2.38, 1.13], [-0.11, 4.10, -1.48], [0.30, 2.52, -2.50], [-0.44, 2.65, -4.27], [2.20, 2.18, -2.53], [-0.49, 1.20, -1.76], [0.29, 4.99, -1.98], [0.32, 4.02, -0.48], [-1.19, 4.19, -1.42], [0.10, 3.37, -4.88], [-1.48, 2.95, -4.18], [-0.39, 1.66, -4.73], [2.66, 2.83, -3.28], [2.37, 1.14, -2.81], [2.63, 2.39, -1.56], [2.42, -4.34, 1.33], [1.40, -3.52, 1.96], [1.18, -3.58, 3.41], [-0.01, -2.64, 3.62], [-0.13, -1.97, 2.31], [0.64, -2.62, 1.39], [0.62, -2.26, -0.28], [3.41, -4.06, 1.71], [2.40, -4.20, 0.26], [2.24, -5.38, 1.56], [2.08, -3.24, 3.93], [0.98, -4.61, 3.71], [0.16, -1.91, 4.41], [-0.92, -3.19, 3.86], [-1.06, -1.69, 2.04]], "charge": 2, "homo_ev": -15.49, "e_lumo_ev": -5.79, "orbital_gap_ev": 9.70}

*x*
{"formula": "C10H24AsF2N2OS2Y", "method": "wB97M-V/def2-TZVPD", "elements": ["Y", "F", "C", "F", "H", "C", "S", "C", "H", "H", "H", "H", "H", "H", "C", "As", "C", "C", "O", "H", "H", "H", "H", "H", "H", "H", "H", "H", "C", "N", "C", "C", "N", "C", "S", "H", "H", "H", "H", "H", "H", "H", "H"], "xyz": [[1.12, 0.42, -0.27], [1.64, -1.60, -2.08], [2.29, -0.36, -2.01], [1.46, 0.48, -2.81], [3.24, -0.46, -2.53], [1.74, 3.52, -2.15], [2.32, 3.02, -0.52], [1.25, 4.04, 0.53], [1.92, 4.58, -2.26], [0.68, 3.29, -2.27], [2.32, 2.97, -2.89], [0.20, 3.81, 0.32], [1.46, 5.08, 0.32], [1.49, 3.83, 1.57], [-3.28, 0.43, 0.32], [-2.38, 1.36, -1.08], [-2.60, 0.48, -2.75], [-3.08, 3.12, -1.14], [-0.70, 1.48, -0.77], [-4.30, 0.79, 0.36], [-2.77, 0.64, 1.26], [-3.27, -0.64, 0.13], [-3.66, 0.32, -2.94], [-2.07, -0.47, -2.73], [-2.18, 1.12, -3.52], [-4.16, 3.06, -1.26], [-2.64, 3.66, -1.97], [-2.84, 3.62, -0.20], [2.59, -2.69, 1.04], [1.49, -3.15, 1.86], [1.66, -4.16, 2.93], [0.22, -4.35, 3.46], [-0.54, -3.40, 2.62], [0.22, -2.79, 1.73], [-0.41, -1.71, 0.54], [2.89, -1.67, 1.31], [2.33, -2.74, -0.02], [3.46, -3.32, 1.22], [2.34, -3.78, 3.69], [2.08, -5.07, 2.51], [0.13, -4.09, 4.51], [-0.14, -5.36, 3.31], [-1.54, -3.33, 2.62]], "charge": 2, "homo_ev": -15.15, "e_lumo_ev": -6.47, "orbital_gap_ev": 8.67}

Referenced to the most stable arrangement, the calculated values in kcal/mol are *w* 0.0; *x* 3.5.

*w*
{"formula": "H3S3", "method": "wB97M-V/def2-TZVPD", "elements": ["S", "H", "S", "S", "H", "H"], "xyz": [[-0.90, 0.94, -1.62], [-1.70, 1.73, -1.07], [1.44, -0.24, 1.52], [-1.27, -0.82, -0.56], [2.13, -1.22, 1.01], [0.29, -0.39, 0.72]], "charge": -1, "homo_ev": -2.75, "e_lumo_ev": 3.61, "orbital_gap_ev": 6.36}

*x*
{"formula": "H3S3", "method": "wB97M-V/def2-TZVPD", "elements": ["S", "H", "S", "S", "H", "H"], "xyz": [[1.93, -1.09, 0.17], [2.52, 0.10, 0.36], [-1.64, 1.07, 0.63], [0.64, -0.67, -1.38], [-2.68, 0.23, 0.50], [-0.77, 0.36, -0.27]], "charge": -1, "homo_ev": -2.72, "e_lumo_ev": 3.61, "orbital_gap_ev": 6.33}

Referenced to the most stable arrangement, the calculated values in kcal/mol are *w* 4.0; *x* 0.0.